{
  "formula": "C2H6NO2S",
  "method": "ωB97M-V/def2-TZVPD",
  "elements": ["C", "N", "S", "C", "O", "O", "H", "H", "H", "H", "H", "H"],
  "positions_angstrom": [[-1.335282, 1.369517, -0.482769], [-0.590118, 0.166645, -0.738508], [0.640866, 0.026948, 0.287581], [0.818827, -1.830806, 0.218426], [2.085467, 0.762654, -0.333322], [0.510876, 0.378790, 1.764828], [-1.322448, 1.973464, -1.411180], [-0.801563, 1.923794, 0.405854], [-2.379481, 1.265973, -0.248580], [1.675782, -2.170525, 0.777370], [-0.146294, -1.852516, 0.568863], [0.843366, -2.013942, -0.808567]],
  "forces_ev_per_angstrom": [[1.862, 1.848, 0.671], [1.151, -1.014, 2.074], [5.002, 2.376, -1.492], [1.374, 3.151, 0.052], [-4.964, -2.743, 2.210], [-0.361, -0.652, -2.802], [0.137, 0.289, 0.480], [-1.466, -0.266, -1.663], [-0.637, -0.568, 0.408], [-0.148, -0.074, 0.325], [-2.119, -1.753, 1.286], [0.167, -0.594, -1.548]],
  "lumo_ev": 4.0,
  "orbital_gap_ha": 0.2816,
  "e_above_lowest_kj_mol": 426.45,
  "smiles": "CN=[S@@](C)(=O)[O-]",
  "homo_ev": -3.614,
  "total_charge": -1,
  "fmax_ev_per_a": 6.1,
  "e_tot_ev": -18589.818
}